A structure of composition C4H12BrLiO4 at a distorted geometry, computed with ωB97M-V/def2-TZVPD.

The geometry in ORCA input format:
```
! wB97M-V def2-TZVPD RIJCOSX def2/J DEFGRID3
* xyz 1 2
Li 6.774 -19.789 10.161
Br 4.997 -18.162 10.458
C 4.026 -21.897 10.831
C 5.319 -22.719 10.971
O 6.459 -21.918 10.548
O 3.839 -20.965 11.895
H 3.115 -22.476 10.682
H 4.171 -21.397 9.873
H 5.176 -23.564 10.298
H 5.348 -23.226 11.935
H 7.248 -22.433 10.731
H 4.174 -20.096 11.661
C 9.285 -19.243 10.342
C 9.155 -19.954 9.010
O 7.881 -19.670 8.423
O 8.434 -19.683 11.327
H 9.069 -18.199 10.116
H 10.330 -19.322 10.643
H 9.367 -21.019 9.108
H 9.912 -19.585 8.318
H 7.743 -20.131 7.591
H 8.711 -19.521 12.232
*
```

Results
Orbital gap (spin up / spin down) (eV): 10.77 / 5.35
F_max (eV/Å): 2.64
⟨S²⟩: 0.7522
E (hartree): -3041.87223